Density functional theory data (the ωB97M-V functional and the def2-TZVPD basis) for C39H59AsF3N4O3Si2Sn as an isolated structure at a distorted geometry.

Properties
Multiplicity: 1
Molecular weight, Da: 938.7
Highest occupied orbital energy (spin up / spin down), eV: -10.5 / -10.5
HOMO-LUMO gap (spin up / spin down), eV: 6.3 / 6.8
DFT total energy, eV: -144079.6150
Charge: +1
Largest force on an atom, hartree/bohr: 0.03929

XYZ file:
```
112
Properties=species:S:1:pos:R:3:forces:R:3:lowdin_charge:R:1
C -19.40265 -0.09534 -2.74745 0.32 0.29 0.11 -0.18
C -26.75094 -0.91698 -2.77029 1.03 -0.86 -0.43 -0.27
H -20.80549 0.30113 2.07685 -0.24 -0.01 -0.46 0.13
C -21.50945 -0.03396 -5.97538 0.24 -0.80 0.92 -0.01
H -20.96260 -0.45940 -5.14014 -0.28 0.28 -0.18 0.07
H -27.42530 2.15071 -4.12818 -0.18 0.41 0.08 0.14
H -22.98125 -4.00365 -0.43181 0.06 0.41 0.75 0.00
C -24.98314 -0.26081 -4.51089 0.37 -0.15 0.59 -0.41
C -16.47304 -2.62796 -1.58714 -1.17 -0.59 0.18 -0.23
H -16.38912 -4.61138 0.85780 -0.93 0.04 0.03 0.05
Sn -22.32920 -1.57537 -2.87500 0.14 0.29 0.46 1.34
H -20.53273 -5.79139 0.86219 -0.47 -0.18 -0.17 0.03
C -23.54226 0.72994 -7.01548 0.32 -0.48 0.36 0.05
H -24.65919 -0.45817 -2.35781 0.03 0.39 0.21 0.06
H -20.60041 -0.51598 0.51123 -0.09 -0.10 0.04 0.10
H -15.51040 -2.95827 -1.23887 0.58 0.04 0.30 0.02
H -27.12425 -2.77764 -3.75829 0.02 -0.36 -0.23 0.12
H -21.48284 2.26831 1.06354 -0.12 0.19 0.01 0.11
C -25.76945 -1.08353 -5.58113 1.10 -0.33 0.75 -0.06
H -24.11474 2.60746 0.90512 -0.33 0.24 0.31 0.11
H -17.88888 -3.68589 1.30399 0.24 -0.21 -0.26 0.03
As -19.84563 -3.41742 -1.57211 -0.65 0.23 -0.14 0.83
H -20.39574 5.30062 -3.64575 0.25 -0.41 0.26 0.11
H -22.57268 4.29316 -3.86861 -0.53 0.28 0.07 0.10
H -16.13377 -5.83071 -1.98509 -0.10 -0.12 -0.19 0.03
H -17.19983 -5.37443 -3.36248 0.11 0.12 0.42 0.03
H -18.95216 -1.06282 -2.51521 -0.24 0.40 -0.19 0.05
H -24.96620 -0.30284 0.58495 -0.29 -0.40 -0.01 0.10
C -20.47383 4.22569 -3.45970 -0.01 -0.29 -0.22 -0.05
H -23.26788 -4.21655 -2.11311 -0.33 0.12 -0.52 -0.04
C -27.78423 0.31672 -5.16371 -0.89 -0.23 -0.72 -0.12
H -23.65435 -5.53302 -1.02369 0.17 0.07 0.01 0.05
H -17.81750 -6.43483 -2.09090 0.31 0.22 0.02 0.02
H -24.86415 -1.98656 -3.21027 -0.44 0.28 0.08 0.08
H -28.56450 -1.75955 -3.59576 0.10 -0.10 -0.14 0.13
H -22.93477 0.68953 -1.09939 -0.07 -0.02 -0.27 0.05
H -22.77892 2.47339 -1.09369 -0.20 -0.95 0.61 0.11
H -22.89439 1.60859 -10.21913 -0.11 0.13 0.08 0.08
H -28.32394 0.44855 -2.50864 0.07 0.22 0.05 0.13
H -22.91348 1.82389 -3.57811 0.65 0.38 0.13 0.09
F -20.75569 -4.21809 -6.70779 1.03 0.08 -0.31 0.20
C -27.25088 -1.11928 -5.20427 0.03 -0.21 -0.32 -0.28
C -27.05684 1.13675 -4.11457 0.75 -0.06 0.43 -0.27
H -25.53397 0.85293 1.79646 -0.63 0.01 0.71 0.11
N -23.49119 -0.24947 -4.71641 -0.66 -0.53 0.11 0.10
H -21.97362 -6.37432 -3.79255 0.56 0.13 0.62 0.03
C -21.54765 1.45438 0.34156 0.15 0.49 -0.19 -0.16
H -27.70902 -1.71531 -6.00482 -0.36 0.23 0.27 0.15
C -24.71066 0.53976 1.20239 1.49 0.83 -0.97 -0.15
H -21.00921 0.76455 -9.25955 0.12 -0.25 1.01 0.14
C -22.82563 0.97443 -8.18236 -0.16 -0.60 1.07 -0.25
C -25.23180 -0.94233 -3.14358 -0.68 -0.42 -0.32 -0.16
F -22.66431 -5.05896 -6.26222 -0.30 -0.40 -0.40 0.18
O -22.96993 -1.43465 0.45811 0.20 -0.12 0.14 0.01
H -25.04853 1.95061 -0.45583 0.65 -0.17 0.60 0.11
C -22.91865 0.14878 -5.85331 0.19 0.24 -0.72 -0.25
C -24.25540 1.71333 0.30363 0.10 0.13 -0.71 -0.15
O -23.14859 -3.40512 -4.29875 0.84 0.09 -0.82 -0.07
C -19.34245 3.43826 -3.21204 -0.67 1.90 -0.04 0.01
C -27.49361 -1.76294 -3.83026 0.16 0.79 0.39 -0.09
N -18.69583 1.05367 -2.80539 1.70 -0.43 0.48 0.15
H -23.07373 0.96402 2.38080 0.04 0.39 0.42 0.12
O -21.10646 -2.54977 -4.45278 -0.47 -0.55 -0.73 -0.19
C -20.80703 0.11054 -7.12505 0.32 0.30 -0.77 -0.26
C -25.53489 1.17457 -4.37764 0.13 0.57 -1.40 -0.07
C -21.46579 0.60591 -8.25840 -0.86 0.51 -0.80 0.05
H -16.37768 -2.48850 -2.65464 -0.07 0.06 -0.42 0.01
H -18.39366 3.96181 -3.11152 0.01 -0.50 -0.05 0.12
C -22.61952 -0.53409 1.19876 -0.07 -0.07 -0.27 -0.50
H -18.02075 -5.41817 0.92416 0.34 0.31 -0.04 0.01
H -17.69200 1.14194 -2.60024 -0.91 -0.10 -0.24 0.18
H -27.76158 0.78079 -6.15460 0.57 0.04 -0.05 0.12
N -20.66814 0.12624 -2.96814 -0.67 0.61 -0.27 -0.03
C -27.25280 0.49956 -2.74321 -1.09 -0.14 -0.34 -0.13
H -21.38357 -7.23323 0.12271 0.42 0.46 0.08 0.04
H -24.99467 1.72263 -3.57842 -0.37 -0.31 -0.25 0.12
H -20.73248 1.65405 -0.38753 -0.43 -0.19 0.41 0.10
C -20.80993 1.53475 -3.18858 -0.21 -1.67 0.38 -0.22
H -26.77368 1.04570 -1.94780 0.29 0.45 0.27 0.10
C -21.26808 0.12564 1.08635 0.24 -0.21 0.30 -0.09
N -23.52060 0.15986 1.98549 -0.30 -0.62 -0.23 0.08
H -25.62440 -0.59273 -6.54453 -0.25 -0.41 -0.06 0.10
H -16.72970 -1.66255 -1.12996 0.05 -0.32 0.07 0.02
H -20.20297 -6.15618 -3.86559 -0.61 0.15 0.75 0.03
Si -17.67955 -4.10205 -1.18672 1.20 0.27 -0.04 0.22
C -22.94324 -4.72275 -1.22183 0.59 -0.83 -0.50 -0.23
H -20.86830 -7.47888 -2.90733 -0.29 1.04 -0.08 0.04
H -28.87280 0.30752 -4.99141 0.27 -0.08 0.46 0.13
C -23.51503 1.62279 -9.32001 -0.53 0.95 -0.64 -0.05
C -20.65342 -6.41394 -0.03774 0.30 0.03 -0.18 -0.24
H -25.34598 1.73504 -5.33392 -0.13 -0.37 0.87 0.13
C -21.93329 2.30894 -3.44809 -0.95 -0.87 -0.21 -0.05
C -22.88609 1.56029 -0.44373 -0.15 0.53 -0.38 -0.19
C -17.48740 -4.48793 0.66407 0.37 -0.22 -0.25 -0.23
C -21.04752 -6.39309 -3.16646 0.24 -0.71 -0.34 -0.21
Si -21.18110 -5.36691 -1.52918 -0.30 -0.66 0.01 0.28
C -21.96358 -3.93722 -6.30902 -0.96 0.48 1.13 -0.58
H -26.87602 -1.34375 -1.77392 0.05 -0.21 -0.03 0.14
H -19.06709 -1.06995 -7.71229 -0.10 0.45 0.27 0.10
C -21.76672 3.65902 -3.57504 1.28 0.18 -0.23 -0.06
C -22.06184 -3.27500 -4.90497 -0.33 0.30 0.64 -0.55
H -25.34553 -2.13108 -5.61708 -0.31 1.07 -0.05 0.15
H -19.65114 -6.84495 -0.17881 -0.31 -0.13 -0.19 0.01
H -18.94694 -0.18526 -6.16287 0.45 -0.15 0.67 0.06
F -22.54319 -3.08027 -7.17336 0.15 -0.19 -0.12 0.16
C -17.15697 -5.57149 -2.27969 -0.47 0.14 0.30 -0.22
H -24.48537 1.18698 -9.57845 0.21 -0.25 0.15 0.09
C -19.55774 2.08466 -3.06426 0.46 0.58 -0.10 -0.23
H -23.75959 2.67596 -9.05990 0.35 -0.49 -0.25 0.10
H -24.60281 0.88951 -6.96294 -0.07 0.38 -0.32 0.09
H -18.90056 0.73999 -7.69056 0.13 -0.93 0.45 0.10
C -19.32731 -0.14918 -7.15823 -0.18 0.77 -1.50 -0.02
```
Positions in Å, forces in eV/Å.